{"formula": "C5H15N2S", "method": "ωB97M-V with the def2-TZVPD basis set", "symbols": ["C", "C", "S", "N", "H", "H", "H", "H", "H", "H", "H", "C", "C", "C", "N", "H", "H", "H", "H", "H", "H", "H", "H"], "coordinates": [[-1.10402, -0.45988, -2.47499], [-1.03183, 1.05655, -2.63386], [0.45111, 1.79264, -1.71902], [-1.20925, -0.82226, -1.01205], [-1.94470, -0.78474, -3.05227], [-0.15119, -0.88401, -2.87196], [-0.91678, 1.31581, -3.69345], [-1.95724, 1.48485, -2.23897], [-0.24728, 2.14166, -0.59613], [-1.94125, -0.22095, -0.62622], [-1.57483, -1.76551, -1.04467], [0.81777, 0.95339, 2.52949], [0.97235, -0.43384, 1.95379], [1.11516, -1.57075, 2.67458], [1.04060, -0.43018, 0.46766], [0.72956, 0.89822, 3.63544], [1.70050, 1.60446, 2.35354], [-0.11029, 1.49936, 2.23709], [1.23160, -2.57299, 2.17174], [0.94616, -1.45779, 3.73431], [1.37935, 0.47286, 0.13902], [0.09204, -0.68290, -0.05471], [1.71248, -1.13400, 0.12164]], "nbo_charge": [-0.237, -0.488, -0.080, -0.841, 0.213, 0.204, 0.252, 0.225, 0.128, 0.379, 0.394, -0.687, 0.135, -0.370, -0.767, 0.258, 0.242, 0.234, 0.226, 0.240, 0.441, 0.468, 0.429], "homo_ev": -13.1, "de_lowest_kcal_mol": 20.9, "total_charge": 1, "gap_ev": 10.322, "largest_force_ev_per_a": 2.3, "mol_weight_g_mol": 135.256}

---

{"formula": "C5H15N3", "method": "ωB97M-V with the def2-TZVPD basis set", "symbols": ["N", "C", "C", "N", "C", "C", "C", "N", "H", "H", "H", "H", "H", "H", "H", "H", "H", "H", "H", "H", "H", "H", "H"], "coordinates": [[-2.80235, -2.24531, -0.67689], [-1.66476, -1.75237, 0.10293], [-1.13823, -0.45404, -0.44044], [-0.10928, 0.08542, 0.50594], [0.49083, 2.44108, 0.71590], [0.71923, 1.16872, -0.11857], [2.20273, 0.70203, -0.10776], [2.43592, -0.72836, -0.05386], [-2.58581, -2.06535, -1.65974], [-2.75965, -3.27479, -0.68353], [-1.90016, -1.62400, 1.15535], [-0.82784, -2.48763, -0.00290], [-0.69154, -0.47292, -1.44934], [-1.93657, 0.28706, -0.59119], [-0.62145, 0.54255, 1.24675], [0.29590, 3.35561, 0.14636], [1.27882, 2.69919, 1.42334], [-0.42171, 2.37704, 1.30361], [0.37812, 1.39176, -1.12690], [2.73208, 1.10136, -0.98823], [2.81987, 1.21760, 0.65419], [1.56198, -1.21194, -0.25709], [2.54387, -1.05270, 0.90207]], "lowdin_spin": [0.017, 0.074, 0.113, 0.014, 0.290, 0.035, 0.052, 0.011, 0.015, 0.009, 0.018, 0.007, 0.015, 0.052, 0.039, 0.062, 0.043, 0.077, 0.019, 0.010, 0.015, 0.004, 0.009], "homo_ev": [1.4, -5.6], "s2": 0.7503, "de_lowest_kcal_mol": 18.2, "multiplicity": 2, "total_charge": -1, "gap_ev": [2.339, 9.401], "largest_force_ev_per_a": 1.8, "mol_weight_g_mol": 117.196}

---

{"formula": "C5H15N3", "method": "ωB97M-V with the def2-TZVPD basis set", "symbols": ["N", "C", "C", "N", "C", "C", "C", "N", "H", "H", "H", "H", "H", "H", "H", "H", "H", "H", "H", "H", "H", "H", "H"], "coordinates": [[3.40261, -0.70878, -0.41625], [2.82711, 0.42022, 0.30913], [1.36900, 0.60075, -0.07669], [0.54155, -0.45115, 0.51219], [-1.28384, 0.57935, -1.48680], [-1.01748, 0.11875, -0.02417], [-2.08813, -0.77262, 0.61234], [-3.12591, -0.21918, 1.42449], [2.78694, -1.28490, -0.95152], [4.26917, -1.10099, -0.11253], [2.84919, 0.15539, 1.37609], [3.46660, 1.27251, 0.07965], [1.03145, 1.58054, 0.30457], [1.34340, 0.72846, -1.16664], [-0.07274, -0.81590, -0.23720], [-1.46127, 1.64450, -1.38279], [-2.20650, 0.08449, -1.79144], [-0.45652, 0.31848, -2.13967], [-1.08696, 0.97944, 0.64644], [-2.51491, -1.43227, -0.16174], [-1.53811, -1.48224, 1.23916], [-3.95411, 0.18386, 1.04123], [-3.08055, -0.39874, 2.40215]], "nbo_charge": [-0.888, -0.211, -0.261, -0.588, -0.642, -0.158, -0.232, -0.872, 0.371, 0.372, 0.179, 0.185, 0.171, 0.174, 0.359, 0.231, 0.217, 0.222, 0.224, 0.166, 0.221, 0.378, 0.384], "homo_ev": -8.3, "de_lowest_kcal_mol": 105.0, "total_charge": 0, "gap_ev": 9.325, "largest_force_ev_per_a": 4.6, "mol_weight_g_mol": 117.196}

---

{"formula": "C5H15N3", "method": "ωB97M-V with the def2-TZVPD basis set", "symbols": ["C", "C", "C", "N", "N", "C", "C", "N", "H", "H", "H", "H", "H", "H", "H", "H", "H", "H", "H", "H", "H", "H", "H"], "coordinates": [[-0.54045, -1.54614, 1.39091], [-1.17603, -0.78251, 0.23453], [-0.56470, 0.59679, -0.09642], [-1.31189, 1.08174, -1.25505], [-0.68807, 1.54650, 1.00605], [0.92722, 0.58277, -0.52418], [1.20201, -0.43915, -1.62858], [1.80062, 0.45147, 0.63636], [0.39290, -2.01805, 1.09376], [-1.21354, -2.33438, 1.72362], [-0.34473, -0.88722, 2.23446], [-1.16345, -1.38875, -0.67069], [-2.22667, -0.59639, 0.47997], [-2.29850, 1.13513, -1.02401], [-1.01037, 2.02544, -1.47349], [-1.45216, 1.29758, 1.62396], [0.17528, 1.55969, 1.53794], [1.11526, 1.58595, -0.92674], [2.19372, -0.27742, -2.04843], [0.46231, -0.32895, -2.41534], [1.15659, -1.45366, -1.23797], [1.81535, -0.50845, 0.96195], [2.74930, 0.69800, 0.37737]], "nbo_charge": [-0.616, -0.422, 0.258, -0.844, -0.871, -0.057, -0.631, -0.849, 0.192, 0.215, 0.210, 0.218, 0.195, 0.355, 0.361, 0.351, 0.389, 0.191, 0.206, 0.236, 0.196, 0.355, 0.363], "homo_ev": -8.8, "de_lowest_kcal_mol": 2.8, "smiles": "CCC(N)(N)[C@H](C)N", "total_charge": 0, "gap_ev": 9.877, "largest_force_ev_per_a": 0.4, "mol_weight_g_mol": 117.196}

---

{"formula": "C5H15N3", "method": "ωB97M-V with the def2-TZVPD basis set", "symbols": ["C", "N", "C", "C", "N", "C", "C", "N", "H", "H", "H", "H", "H", "H", "H", "H", "H", "H", "H", "H", "H", "H", "H"], "coordinates": [[1.33728, -2.75117, -0.51727], [0.58037, -1.64545, -1.05237], [-0.33239, -0.95622, -0.09331], [0.44456, 0.21578, 0.62927], [0.04403, 0.29132, 2.06365], [0.45585, 1.52335, -0.14843], [-0.91295, 1.83454, -0.82511], [-2.11171, 1.77100, -0.03783], [0.83727, -3.69913, -0.16512], [1.94302, -2.96091, -1.40570], [2.12160, -2.49115, 0.18690], [0.13242, -1.79802, -1.93288], [-0.62935, -1.65237, 0.66543], [-1.21955, -0.67174, -0.64222], [1.43827, -0.19455, 0.65921], [0.63074, 0.91298, 2.61924], [-0.82607, 0.80544, 2.07139], [1.32714, 1.62515, -0.81539], [0.86485, 2.28417, 0.57064], [-1.07092, 1.10325, -1.66108], [-0.79031, 2.85557, -1.27610], [-2.16507, 2.62254, 0.52725], [-2.09908, 0.97562, 0.57983]], "nbo_charge": [-0.425, -0.641, -0.236, -0.073, -0.828, -0.454, -0.223, -0.828, 0.169, 0.204, 0.194, 0.367, 0.191, 0.187, 0.201, 0.355, 0.331, 0.228, 0.200, 0.183, 0.198, 0.354, 0.347], "homo_ev": -8.7, "de_lowest_kcal_mol": 42.0, "smiles": "CNC[C@H](N)CCN", "total_charge": 0, "gap_ev": 9.719, "largest_force_ev_per_a": 2.5, "mol_weight_g_mol": 117.196}

---

{"formula": "C5H15N3", "method": "ωB97M-V with the def2-TZVPD basis set", "symbols": ["C", "C", "C", "N", "H", "H", "H", "H", "H", "H", "H", "H", "H", "C", "C", "N", "N", "H", "H", "H", "H", "H", "H"], "coordinates": [[-1.00084, 0.74422, -0.89409], [-0.28626, 1.01413, -2.21562], [-0.60347, 2.40739, -2.73234], [1.16740, 0.80768, -2.16357], [-2.06734, 0.97087, -0.94508], [-0.89616, -0.32549, -0.65976], [-0.57028, 1.31944, -0.06777], [-0.63018, 0.28951, -2.96253], [-0.02731, 2.57687, -3.64533], [-1.65956, 2.58253, -2.93855], [-0.27160, 3.16308, -2.01197], [1.36453, -0.13408, -1.83926], [1.61899, 1.41180, -1.48191], [0.56074, -0.75691, 2.19301], [-0.16947, -1.89733, 1.96372], [-0.01890, -2.71807, 0.88749], [0.37628, -0.01689, 3.33323], [1.33680, -0.44049, 1.49892], [-1.06519, -2.07364, 2.55383], [0.47447, -2.27853, 0.11430], [-0.93478, -2.99378, 0.54357], [0.86792, 0.86882, 3.29292], [0.64593, -0.53144, 4.16896]], "lowdin_spin": [0.001, 0.000, 0.000, 0.000, 0.000, 0.000, 0.000, 0.000, 0.000, 0.000, 0.000, 0.000, 0.000, 0.258, 0.210, 0.237, 0.243, 0.010, 0.003, 0.006, 0.009, 0.003, 0.019], "homo_ev": [-12.3, -12.3], "s2": 0.7581, "de_lowest_kcal_mol": 0.0, "multiplicity": 2, "total_charge": 1, "gap_ev": [8.539, 5.189], "largest_force_ev_per_a": 2.3, "mol_weight_g_mol": 117.196}

---

{"formula": "C5H15N3", "method": "ωB97M-V with the def2-TZVPD basis set", "symbols": ["N", "C", "C", "N", "H", "H", "H", "H", "H", "H", "H", "H", "C", "C", "N", "C", "H", "H", "H", "H", "H", "H", "H"], "coordinates": [[-1.85351, 0.79268, 1.29924], [-1.81245, -0.66911, 1.19986], [-0.46285, -1.18373, 1.66385], [-0.30461, -2.59669, 1.34439], [-1.90730, 1.07837, 2.26998], [-2.70170, 1.14989, 0.87203], [-1.98288, -0.95082, 0.16119], [-2.59814, -1.18374, 1.76338], [0.32227, -0.60846, 1.15883], [-0.34993, -0.95615, 2.73390], [0.63730, -2.91498, 1.53095], [-0.91618, -3.17277, 1.90910], [1.60957, -0.67429, -2.57305], [1.87832, 0.54203, -1.98113], [1.13185, 1.06347, -1.02637], [0.84677, 2.49598, -0.91789], [0.70153, -1.23515, -2.39250], [2.33033, -1.08961, -3.25921], [2.75046, 1.11197, -2.27111], [0.33659, 0.45935, -0.79994], [0.18086, 2.65779, -0.07607], [1.77813, 3.03463, -0.76905], [0.38556, 2.84931, -1.84040]], "lowdin_spin": [0.000, 0.000, 0.000, 0.001, 0.000, 0.000, 0.000, 0.000, 0.000, 0.000, 0.000, 0.000, 0.463, 0.102, 0.330, 0.033, 0.020, 0.022, 0.002, 0.004, 0.000, 0.005, 0.018], "homo_ev": [-12.3, -12.3], "s2": 0.7718, "de_lowest_kcal_mol": 9.2, "multiplicity": 2, "total_charge": 1, "gap_ev": [8.782, 5.116], "largest_force_ev_per_a": 2.2, "mol_weight_g_mol": 117.196}

---

{"formula": "C5H15N3", "method": "ωB97M-V with the def2-TZVPD basis set", "symbols": ["C", "C", "C", "C", "C", "N", "N", "N", "H", "H", "H", "H", "H", "H", "H", "H", "H", "H", "H", "H", "H", "H", "H"], "coordinates": [[0.67095, -0.61013, 1.62211], [-1.60023, -1.56344, 1.57867], [0.30969, -1.44798, -0.74965], [1.65478, 1.73445, -0.99850], [-0.98133, 1.44053, -0.80717], [-0.76231, -0.42597, 1.41289], [0.22874, -0.33861, 0.26378], [0.28666, 1.07363, -0.11721], [1.28341, 0.25831, 2.13204], [1.12448, -1.53856, 1.81846], [-1.08918, -2.49617, 1.27366], [-1.81984, -1.43655, 2.64023], [-2.46564, -1.44712, 0.97338], [0.29891, -2.47163, -0.21971], [-0.46777, -1.56288, -1.52058], [1.19216, -1.48890, -1.25341], [2.60260, 1.24240, -0.84409], [1.29719, 1.66102, -2.05135], [1.90076, 2.68022, -0.56861], [-1.78043, 1.90466, -0.14543], [-0.80650, 2.29936, -1.47253], [-1.34151, 0.50287, -1.38893], [0.36090, 1.56905, 0.80391]], "lowdin_spin": [0.099, 0.139, 0.038, 0.056, 0.006, 1.086, 0.407, 0.029, 0.016, 0.010, 0.050, 0.023, 0.008, 0.002, 0.005, 0.014, 0.001, 0.001, 0.004, 0.002, -0.001, 0.000, 0.002], "homo_ev": [-14.2, -20.9], "s2": 2.0079, "de_lowest_kcal_mol": 143.3, "multiplicity": 3, "total_charge": 2, "gap_ev": [7.256, 8.544], "largest_force_ev_per_a": 11.9, "mol_weight_g_mol": 117.196}